Record 1
DFT (the ωB97M-V functional and the def2-TZVPD basis) results for a molecular structure, C24H45BF4P2Ru in a non-equilibrium geometry.

Structure (XYZ):
```
77
Properties=species:S:1:pos:R:3:forces:R:3:mulliken_charge:R:1
Ru -0.609960 -2.531525 -0.470151 2.97 2.15 6.85 -0.025
C -1.140178 -0.513448 2.901546 0.24 0.14 -0.04 -0.083
C -0.631798 -1.669517 2.236894 1.24 -0.32 -1.11 0.736
C 1.142053 -0.290025 2.738669 -1.40 1.37 0.98 0.254
C -0.045131 0.318717 3.223597 1.46 -0.39 -0.43 0.737
C 0.776849 -1.503652 2.093746 -2.00 -0.70 0.09 1.169
C -2.563634 -0.218068 3.156212 -0.34 0.17 -0.20 -1.687
H -3.190884 -0.763948 2.444357 -0.06 0.09 0.18 0.377
H -2.743786 0.853537 3.013306 -0.02 -0.16 0.07 0.284
H -2.905268 -0.467819 4.172131 0.23 -0.02 -0.18 0.327
C -0.114908 1.626066 3.902847 0.05 0.61 0.19 -1.027
H -1.091343 2.095161 3.739730 0.19 0.00 0.06 0.241
H 0.655275 2.292106 3.496366 -0.18 0.01 0.13 0.052
H 0.040218 1.563164 4.990362 -0.02 -0.09 -0.23 0.307
C 2.512568 0.201863 2.967374 0.45 0.23 -0.03 -1.226
H 2.828351 -0.012379 4.001212 -0.06 0.07 -0.24 0.358
H 2.593243 1.289330 2.827253 -0.04 -0.17 0.03 0.155
H 3.221894 -0.303665 2.303980 0.06 0.16 0.10 0.317
C 1.674041 -2.496831 1.473684 0.41 -0.37 -0.10 -1.213
H 1.566561 -3.441191 2.027300 0.21 0.00 -0.35 0.355
H 2.717484 -2.172016 1.523984 -0.13 -0.19 -0.07 0.390
H 1.442283 -2.691339 0.395636 0.43 -0.04 0.59 0.029
C -1.416881 -2.899823 1.980898 -0.45 -0.06 0.47 -1.414
H -1.373217 -3.558337 2.866531 0.06 -0.24 -0.57 0.427
H -1.079352 -3.511907 1.098156 -0.20 -0.63 0.72 0.633
H -2.470563 -2.661351 1.820001 0.08 -0.10 0.05 0.379
C -1.370465 -1.188238 -1.637868 -2.94 1.68 -1.80 -0.260
C -2.380100 -2.024651 -1.010331 -2.95 2.02 -1.33 -0.188
C -3.110212 -3.152945 -1.712057 -0.92 0.26 0.29 -1.131
C -2.232851 -4.377318 -1.941848 0.36 -1.07 0.02 -0.905
C -0.801782 -4.187943 -1.441993 0.39 -2.73 -1.99 -0.125
C 0.143801 -3.282536 -2.075489 0.84 -2.67 -2.37 -0.614
C -0.225264 -2.610592 -3.384056 0.46 0.16 -0.63 -1.121
C -1.094479 -1.377255 -3.122308 0.14 0.62 -0.46 -0.936
H -3.521342 -2.799474 -2.673735 0.07 0.01 0.40 0.336
H -2.221845 -4.642509 -3.014974 0.06 -0.03 0.45 0.334
H -3.972517 -3.413278 -1.061392 0.44 0.07 -0.57 0.424
H -1.999812 -1.469503 -3.742298 -0.08 0.16 0.57 0.385
H -1.432468 -0.174642 -1.221053 0.46 -0.05 -0.24 0.171
H -3.024451 -1.470820 -0.322619 0.31 -0.18 0.28 0.733
H -0.609347 -0.479432 -3.514004 0.08 -0.01 0.11 0.457
H 0.682160 -2.320815 -3.930307 -0.05 -0.03 0.26 0.347
H 1.184008 -3.610676 -1.940593 -0.17 0.17 -0.28 0.731
H -0.743783 -3.272844 -4.101916 0.21 -0.10 0.61 0.311
H -2.625977 -5.255427 -1.385633 0.08 0.54 -0.50 0.419
H -0.385592 -5.098533 -1.022580 0.09 0.02 0.19 0.575
P -1.624812 2.712768 0.019339 0.01 0.27 0.12 1.060
C -1.930175 4.041321 1.258000 0.11 -0.26 0.08 -1.158
H -2.575493 4.816791 0.824341 0.15 -0.11 0.16 0.416
H -0.968508 4.468558 1.572085 -0.26 -0.08 -0.04 0.242
H -2.425852 3.591420 2.127785 0.05 0.25 -0.09 0.287
C -0.885760 3.769659 -1.296818 0.11 -0.22 0.03 -1.373
H -1.554811 4.599199 -1.560465 0.20 -0.13 0.03 0.448
H -0.698471 3.152757 -2.184311 -0.01 0.19 0.01 0.290
H 0.066104 4.155397 -0.911221 -0.19 -0.01 -0.14 0.262
C -3.333489 2.561107 -0.652916 0.02 -0.11 -0.07 -1.369
H -3.312423 1.845082 -1.484053 -0.17 0.15 0.06 0.346
H -3.709430 3.530048 -1.006737 -0.03 -0.24 0.06 0.397
H -4.000582 2.166454 0.124498 0.08 0.10 -0.19 0.370
P 3.024144 0.471390 -2.158055 2.67 2.63 0.60 1.039
C 4.594869 -0.441324 -1.892435 -0.58 -0.94 0.11 -1.192
H 5.404250 -0.159828 -2.567351 -0.33 0.12 -0.22 0.405
H 4.366828 -1.504599 -2.015657 0.32 -0.03 -0.20 0.363
H 4.959435 -0.341784 -0.866929 -0.36 0.30 -0.02 0.362
C 3.090255 1.351536 -3.764718 -1.23 -0.72 -0.31 -1.125
H 2.559353 0.669831 -4.440976 0.29 0.15 -0.35 0.389
H 4.071598 1.586579 -4.188283 0.05 -0.30 0.50 0.411
H 2.470719 2.254197 -3.749145 0.15 -0.11 0.37 0.340
C 2.962095 1.707281 -0.810737 -1.79 -0.92 0.34 -0.636
H 3.846835 2.306790 -0.582222 0.29 -0.22 -0.43 0.541
H 2.646050 1.169150 0.094564 0.35 0.09 0.05 -0.037
H 2.106414 2.364884 -0.956086 0.05 0.27 -0.19 0.062
F 1.227894 3.211956 1.182525 0.46 0.10 0.05 -0.174
B 2.178194 4.194854 1.690991 -0.41 0.15 0.13 0.361
F 1.487443 5.409784 1.840541 0.45 -0.60 -0.18 -0.365
F 2.663345 3.725069 2.929062 -0.14 -0.01 -0.41 -0.375
F 3.242381 4.290000 0.756816 -0.36 -0.13 0.16 -0.383
```
Forces are in eV/Å.

The calculation puts the total energy at -2143.0514 Eh. The spin multiplicity is 6. Its total charge is +1. The LUMO energy (spin up / spin down) is -3.24 / -7.10 eV. The calculation puts the highest occupied orbital energy (spin up / spin down) at -0.3685 / -0.3788 Eh. As for the orbital gap (spin up / spin down): 6.8 / 3.2 eV.

=====

Record 2
DFT (the ωB97M-V functional and the def2-TZVPD basis) results for 5 unconnected molecules or ions with the total composition C24H45ClO18.

Structure (XYZ):
```
88
Properties=species:S:1:pos:R:3:forces:R:3:mulliken_charge:R:1
C -2.212912 0.574325 4.084701 0.02 0.43 -0.51 -1.081
C -2.086287 1.537217 2.873409 0.04 -0.60 0.34 -0.656
C -1.733246 0.793152 1.582414 0.36 0.28 0.03 1.268
Cl -0.386469 1.626038 0.701064 -0.16 -0.14 0.03 -0.196
C -2.870679 0.756986 0.570899 -0.04 0.09 -0.03 -0.304
O -3.528548 1.723771 0.348652 -0.24 0.14 0.00 -0.509
O -3.021952 -0.387617 -0.152860 -0.01 -0.20 0.17 -0.391
C -3.826797 -1.467468 0.376400 -0.09 -0.15 0.03 1.539
C -4.931701 -0.926879 1.276767 -0.10 -0.02 0.09 -1.817
C -2.899970 -2.407733 1.158559 0.54 -0.03 -0.25 -1.223
C -1.571285 -2.744086 0.462088 0.02 -0.24 0.49 -0.309
C -0.506138 -3.200180 1.447395 -0.06 0.06 -0.05 0.259
O 0.652146 -2.957974 1.318489 0.23 0.23 0.04 -0.535
O -0.929793 -3.867429 2.563339 0.07 -0.43 -0.08 -0.487
O -4.395067 -2.004164 -0.789701 0.11 -0.04 0.02 -0.498
C -4.543619 -3.404490 -0.932632 -0.16 -0.16 -0.30 -0.396
C -5.642867 -4.046779 -0.086210 -0.37 0.24 -0.13 0.313
C -7.012764 -3.535512 -0.508997 -0.07 -0.19 -0.03 -1.565
O -5.561262 -5.444101 -0.357973 0.12 -0.12 0.17 -0.568
H -1.274641 0.557311 4.635481 -0.09 -0.12 0.17 0.269
H -3.020576 0.926356 4.722357 0.12 -0.12 0.25 0.272
H -2.439675 -0.447110 3.776106 -0.08 -0.01 0.03 0.349
H -1.287097 2.243318 3.078683 -0.11 0.18 0.00 0.464
H -3.016732 2.084375 2.747168 0.08 0.14 -0.21 0.353
H -1.323004 -0.187939 1.798978 -0.10 -0.09 -0.08 -0.232
H -5.420175 -0.067854 0.820271 0.08 0.01 -0.04 0.429
H -4.545931 -0.656471 2.262318 0.02 0.17 -0.05 0.315
H -5.692705 -1.690174 1.430623 0.08 -0.09 -0.02 0.479
H -3.400900 -3.325913 1.465002 -0.27 0.07 -0.07 0.622
H -2.652120 -1.889574 2.083909 -0.11 0.02 0.08 0.335
H -1.139997 -1.875299 -0.027438 -0.11 -0.05 -0.22 0.156
H -1.671020 -3.554535 -0.262615 -0.06 0.15 -0.19 0.433
H -1.632948 -4.492966 2.343130 -0.15 0.28 0.08 0.357
H -3.602924 -3.951000 -0.841883 0.01 0.06 0.29 -0.028
H -4.860181 -3.551904 -1.968371 0.11 0.10 -0.04 0.633
H -5.521800 -3.836336 0.980746 0.25 -0.15 0.02 0.477
H -7.073707 -2.448170 -0.467694 0.04 0.01 0.02 0.274
H -7.208910 -3.861525 -1.531871 0.04 0.07 -0.03 0.417
H -7.794559 -3.966581 0.117773 0.03 0.06 0.06 0.387
H -5.533443 -5.948462 0.460303 -0.05 0.10 -0.07 0.362
C 0.582474 2.926127 9.400894 -0.05 0.09 0.09 -0.636
O 0.268544 1.846407 8.516656 0.00 -0.02 -0.02 -0.309
C 1.311206 1.388076 7.822214 -0.04 -0.01 0.00 0.786
O 2.438273 1.802348 7.887075 -0.02 -0.01 0.00 -0.536
O 0.886549 0.392129 7.043399 -0.01 0.00 0.00 -0.300
C 1.910264 -0.195435 6.233534 0.06 -0.12 -0.19 -0.685
H -0.349059 3.191487 9.891884 -0.03 -0.05 -0.04 0.215
H 1.315184 2.613583 10.142340 0.05 0.01 -0.04 0.297
H 0.963113 3.779869 8.843567 0.06 -0.03 0.00 0.297
H 2.694347 -0.628444 6.851193 0.02 0.08 0.04 0.364
H 2.337337 0.543830 5.558374 0.05 0.03 0.07 0.314
H 1.430825 -0.979497 5.654184 -0.09 0.02 0.06 0.197
C 2.617437 2.687716 -0.022137 -0.04 0.03 0.00 -0.674
O 3.665402 2.912696 -0.972036 0.05 0.02 0.01 -0.299
C 4.891436 2.874332 -0.454056 -0.01 0.01 -0.03 0.695
O 5.167566 2.678509 0.700249 0.00 0.00 -0.02 -0.546
O 5.765564 3.095835 -1.438883 -0.01 -0.03 0.06 -0.253
C 7.137327 3.082673 -1.028244 0.14 0.01 -0.07 -0.699
H 1.692181 2.752085 -0.583962 0.04 0.02 -0.10 0.252
H 2.712429 1.701272 0.426277 0.03 0.01 0.04 0.330
H 2.633856 3.452946 0.752061 0.04 -0.04 0.04 0.331
H 7.402673 2.111966 -0.614838 -0.03 0.02 0.06 0.336
H 7.323948 3.862991 -0.292599 -0.03 -0.04 0.05 0.338
H 7.719758 3.271809 -1.926248 -0.06 0.00 -0.03 0.189
C 7.765074 4.141651 -7.929458 0.03 -0.03 -0.12 -0.625
O 6.835800 4.873281 -7.126628 -0.01 0.01 0.03 -0.331
C 7.017998 4.734280 -5.812787 -0.02 0.00 -0.01 0.797
O 7.874377 4.067870 -5.288960 -0.02 0.02 -0.02 -0.558
O 6.095681 5.456675 -5.182368 0.04 0.01 -0.03 -0.334
C 6.181150 5.385788 -3.754351 -0.06 0.10 0.12 -0.509
H 7.497003 4.348602 -8.961277 -0.05 0.04 0.03 0.216
H 8.783346 4.475134 -7.738231 0.00 -0.04 0.05 0.291
H 7.683868 3.074116 -7.733743 0.04 0.01 0.05 0.297
H 7.142750 5.767916 -3.413748 0.02 -0.06 -0.01 0.304
H 6.036511 4.366265 -3.413060 0.03 -0.03 -0.01 0.201
H 5.382247 6.012114 -3.368258 -0.03 0.02 -0.11 0.268
C -3.058614 -1.708599 -3.934163 -0.10 0.12 0.13 -0.498
O -3.033126 -2.836383 -4.816644 0.00 -0.02 -0.02 -0.352
C -1.811182 -3.216190 -5.186308 -0.02 -0.01 0.00 0.780
O -0.777380 -2.706351 -4.840865 -0.02 -0.02 0.00 -0.549
O -1.928894 -4.263915 -6.004117 -0.02 0.02 0.01 -0.333
C -0.682815 -4.777655 -6.481598 0.06 -0.09 -0.08 -0.631
H -4.104255 -1.517984 -3.711731 -0.01 -0.07 -0.04 0.218
H -2.529080 -1.929959 -3.009570 0.06 0.03 -0.03 0.129
H -2.621558 -0.834205 -4.412104 0.08 -0.04 0.01 0.442
H -0.065647 -5.119591 -5.652868 0.02 0.06 0.01 0.293
H -0.147973 -4.019518 -7.050420 0.02 0.03 0.05 0.295
H -0.931663 -5.615276 -7.126420 -0.07 0.02 0.02 0.216
```
Forces are in eV/Å.

The calculation puts the total energy at -2756.0150 Eh. Its total charge is 0. The LUMO energy is -0.14 eV. The calculation puts the highest occupied orbital energy at -0.3839 Eh. Its SMILES is CC[C@H](Cl)C(=O)O[C@](C)(CCC(=O)O)OC[C@@H](C)O.COC(=O)OC.COC(=O)OC.COC(=O)OC.COC(=O)OC. As for the orbital gap: 10.3 eV.